Density functional theory data (ωB97M-V/def2-TZVPD) for a cluster of 3 separate species, C2H8O4 in total at a distorted geometry.

Element x y z (Å)
O 0.633 0.275 0.423
C 0.575 0.299 -0.782
O -0.173 -0.534 -1.482
C 1.261 1.333 -1.599
H -0.771 -1.079 -0.939
H 2.130 1.729 -1.111
H 0.498 2.106 -1.717
H 1.521 1.031 -2.596
H -2.004 -1.646 1.194
H -2.498 -1.348 -0.232
O -1.985 -1.980 0.286
H -0.063 -0.140 2.157
H 0.877 0.163 3.275
O -0.001 -0.208 3.123

Force components x, y, z for each atom (eV/Å):
O 0.001 0.030 0.335
C 0.127 -0.135 0.556
O -0.393 -0.081 -1.142
C -0.483 0.265 -0.403
H 0.533 -0.164 0.620
H 0.222 0.186 0.426
H 0.187 0.268 0.033
H 0.031 -0.449 -0.395
H 0.086 -0.043 -0.156
H -0.397 -0.108 0.281
O 0.087 0.267 -0.220
H 0.065 -0.040 0.126
H -0.155 -0.096 0.156
O 0.089 0.099 -0.218

Properties
* 2S+1: 1
* strongest force on any atom: 0.02354 hartree/bohr
* calculated total energy: -381.9852 Eh
* energy relative to the best compared isomer or geometry (same formula, charge and spin): 8.01 kcal/mol
* Kohn-Sham gap: 11.2 eV